[1]
The following is a DFT calculation (the ωB97M-V functional and the def2-TZVPD basis) of an isolated ion of composition C4H8NO2 and charge -1 at a distorted geometry.

XYZ file:
```
15
Properties=species:S:1:pos:R:3
C 0.7379 0.3578 1.9746
N 0.7573 -0.8296 1.1187
C 0.1987 -0.6584 -0.2443
C 1.3244 -0.5313 -1.2842
C -0.9620 0.3476 -0.5156
O -1.2691 0.3749 -1.7286
O -1.5298 0.9478 0.4181
H 0.9957 0.0936 2.9968
H 1.4507 1.1207 1.6223
H -0.2542 0.7954 1.8937
H 1.7229 -1.1061 0.9858
H -0.2659 -1.6188 -0.5192
H 1.8576 0.4254 -1.1860
H 0.8893 -0.5175 -2.2790
H 2.0311 -1.3409 -1.1283
```

## Properties
Maximum force: 1.06 eV/A
2S+1: 1
SMILES string: CN[C@H](C)C(=O)[O-]
Highest occupied orbital energy: -4.0844 eV
Net charge: -1

=====

[2]
The following is a DFT calculation (the ωB97M-V functional and the def2-TZVPD basis) of a 2-piece molecular cluster, C4H8O overall at a distorted geometry.

XYZ file:
```
13
Properties=species:S:1:pos:R:3
C -1.1467 -0.4486 1.3587
C 0.0241 0.2002 1.2077
C 1.0148 0.4729 2.3105
H -1.5544 -1.0209 0.5362
H -1.7626 -0.3573 2.2477
H 0.3496 0.1493 0.1686
H 2.0043 0.1954 1.9614
H 0.7301 -0.1836 3.1253
H 0.9058 1.5207 2.6088
C -0.1431 -0.1320 -3.8640
O -0.2752 -1.1314 -3.2188
H 0.7600 0.0767 -4.4489
H -0.9067 0.6586 -3.9931
```

## Properties
Maximum force: 2.44 eV/A
2S+1: 1
SMILES string: C=CC.C=O
Highest occupied orbital energy: -9.1821 eV

=====

Question: Which of these has the lowest maximum force?
Answer: C4H8NO2